The following is a quantum chemistry calculation of the ion C8H22N2P2 with charge +2 in a non-equilibrium geometry, from the Open Molecules 2025 dataset.

Last column: Löwdin charge in e.
Element x y z (Å)
C1 -2.690 2.023 1.348  0.011
N1 -1.603 1.162 1.742  -0.231
C2 -2.121 0.270 2.724  -0.069
C3 -1.176 0.338 0.534  -0.532
P1 0.304 -0.735 1.109  1.015
C4 -0.139 -2.476 0.741  -0.268
P2 0.011 1.264 -0.617  0.949
C5 -0.904 1.022 -2.196  -0.252
C6 0.988 -0.276 -0.727  -0.516
N2 2.516 -0.143 -0.774  -0.243
C7 3.144 -1.420 -0.336  0.053
C8 2.962 0.305 -2.089  0.008
H1 -2.292 3.044 1.165  0.145
H2 -3.245 1.793 0.541  0.087
H3 -3.249 2.093 2.205  0.078
H4 -0.708 1.588 2.068  0.184
H5 -2.810 -0.585 2.387  0.166
H6 -1.449 -0.308 3.254  0.063
H7 -2.730 0.795 3.481  0.129
H8 -1.862 -0.160 -0.060  0.081
H9 -0.677 -2.727 1.643  0.040
H10 0.684 -3.176 0.873  0.058
H11 -0.522 -2.808 -0.180  0.046
H12 -0.078 1.096 -2.988  0.082
H13 -1.702 1.695 -2.374  0.035
H14 -1.347 0.026 -2.147  0.048
H15 0.772 -1.108 -1.260  0.059
H16 2.890 0.578 -0.172  0.168
H17 2.701 -1.902 -1.109  0.079
H18 4.107 -1.387 -0.644  0.088
H19 2.950 -1.672 0.659  0.093
H20 2.707 -0.453 -2.743  0.092
H21 2.507 1.252 -2.404  0.115
H22 4.057 0.466 -2.062  0.139

Properties
- Charge: +2
- Highest occupied orbital energy: -16.479 eV
- F_max: 5.6 eV/Å
- Structure (SMILES): C[NH+](C)[C@H]1[P@@]2(C)=[P@]1(C)[C@@H]2[NH+](C)C
- Calculated total energy: -1109.513209 Ha